Entry 1:
# C34H34ClCsN3P

A structure of composition C34H34ClCsN3P (wB97M-V/def2-TZVPD, the Open Molecules 2025 dataset).

Last column: Löwdin charge in e.
Element x y z (Å)
Cs 0.64 0.58 -0.89  1.11
C 3.02 -1.74 -0.02  -0.13
N 3.32 -0.60 -0.87  -0.36
C 3.47 -0.97 -2.27  -0.12
C 4.34 0.31 -0.41  -0.21
C 5.66 -0.14 -0.39  -0.06
C 6.72 0.68 -0.07  -0.12
C 6.45 2.01 0.21  -0.11
C 5.15 2.48 0.22  -0.05
C 4.03 1.66 -0.05  -0.26
N 2.74 2.12 -0.07  -0.12
C 2.29 3.15 0.71  -0.28
C 2.90 3.53 1.93  -0.05
C 2.43 4.55 2.74  -0.11
C 1.28 5.26 2.38  -0.12
C 0.63 4.88 1.22  -0.06
C 1.07 3.84 0.41  -0.23
N 0.26 3.48 -0.73  -0.36
C -1.17 3.34 -0.47  -0.16
C 0.56 4.22 -1.94  -0.09
H 3.84 -2.47 0.04  0.08
H 2.14 -2.26 -0.42  0.06
H 2.79 -1.40 0.99  0.09
H 4.34 -1.62 -2.46  0.08
H 3.61 -0.06 -2.86  0.10
H 2.57 -1.48 -2.62  0.07
H 5.85 -1.18 -0.66  0.11
H 7.74 0.30 -0.07  0.09
H 7.26 2.70 0.43  0.10
H 4.96 3.53 0.42  0.10
H 3.78 2.98 2.25  0.10
H 2.95 4.78 3.66  0.10
H 0.91 6.07 2.99  0.09
H -0.28 5.40 0.94  0.11
H -1.72 4.29 -0.47  0.09
H -1.31 2.87 0.50  0.07
H -1.64 2.70 -1.22  0.07
H 0.26 5.27 -1.88  0.09
H 0.03 3.77 -2.79  0.08
H 1.63 4.17 -2.13  0.09
Cl -1.41 -1.27 -3.23  0.64
C -2.51 -2.56 -2.83  -0.66
C -3.18 -3.17 -3.88  -0.11
C -4.07 -4.19 -3.61  -0.07
C -4.28 -4.60 -2.30  -0.07
C -3.61 -3.97 -1.27  -0.07
C -2.71 -2.93 -1.50  -0.38
P -1.73 -2.13 -0.14  1.03
C -2.15 -3.22 1.27  -0.41
C -1.24 -4.23 1.56  -0.10
C -1.48 -5.13 2.59  -0.08
C -2.63 -5.01 3.35  -0.08
C -3.54 -4.00 3.08  -0.07
C -3.30 -3.11 2.04  -0.10
C -2.74 -0.64 0.23  -0.42
C -3.73 -0.15 -0.60  -0.08
C -4.42 1.02 -0.27  -0.07
C -4.12 1.69 0.90  -0.08
C -3.12 1.21 1.74  -0.09
C -2.43 0.06 1.40  -0.13
H -3.00 -2.84 -4.89  0.11
H -4.59 -4.68 -4.43  0.11
H -4.98 -5.40 -2.09  0.11
H -3.78 -4.30 -0.25  0.10
H -0.33 -4.32 0.97  0.10
H -0.76 -5.91 2.81  0.10
H -2.82 -5.70 4.16  0.10
H -4.44 -3.90 3.67  0.11
H -4.02 -2.32 1.83  0.11
H -3.99 -0.68 -1.51  0.10
H -5.19 1.39 -0.94  0.11
H -4.66 2.60 1.15  0.11
H -2.88 1.74 2.65  0.11
H -1.65 -0.31 2.06  0.11

The value obtained for the LUMO energy is 0.1 eV. The value obtained for the energy above the lowest of the compared OMol25 structures with the same formula, charge and spin is 3.1 kcal per mole. Its maximum force is 0.76 eV/Å. Its orbital gap is 0.211 hartree. As for the net charge: 0.

Entry 2:
# C20H28AlCl24FNO3

A structure of composition C20H28AlCl24FNO3 (wB97M-V/def2-TZVPD, the Open Molecules 2025 dataset).

Last column: Löwdin charge in e.
Element x y z (Å)
C 2.35 -1.52 3.26  -0.11
C 1.95 -1.57 2.10  -0.16
Al 1.85 -1.59 0.03  0.28
C 1.69 -3.58 -0.51  -0.22
C 0.13 -3.94 -0.48  -0.25
C -0.56 -3.73 0.91  -0.26
O -1.99 -4.02 0.73  -0.12
C 3.43 -0.65 -0.85  -0.22
C 4.85 -1.24 -0.50  -0.26
C 5.13 -1.46 1.03  -0.20
F 6.54 -1.46 1.25  -0.13
N 0.13 -0.80 -0.41  0.04
C -0.12 0.27 0.55  -0.51
C -1.44 0.11 1.41  -0.05
O 0.64 1.20 0.68  0.08
C 0.06 -0.34 -1.74  -0.49
C -1.12 0.67 -2.08  -0.03
O 0.78 -0.68 -2.66  0.02
H 2.47 -1.31 4.34  0.02
H 2.03 -3.69 -1.59  0.06
H 2.30 -4.25 0.16  -0.01
H -0.04 -5.02 -0.77  0.10
H -0.39 -3.29 -1.24  0.09
H -0.16 -4.46 1.67  0.07
H -0.50 -2.69 1.31  0.08
H -2.43 -3.16 0.84  0.05
H 3.40 0.46 -0.62  0.06
H 3.33 -0.71 -1.98  0.05
H 5.62 -0.48 -0.85  0.06
H 5.08 -2.19 -1.05  0.09
H 4.73 -2.47 1.33  0.11
H 4.68 -0.63 1.63  0.11
H -1.79 1.12 1.78  0.02
H -1.25 -0.58 2.28  0.09
H -2.28 -0.32 0.80  0.05
H -0.78 1.73 -2.13  0.08
H -1.50 0.35 -3.11  0.04
H -1.95 0.51 -1.33  0.07
C 0.37 2.05 -5.32  -1.53
Cl -1.38 1.91 -5.15  0.54
Cl 0.96 0.97 -6.59  0.52
Cl 0.83 3.72 -5.67  0.51
H 0.83 1.76 -4.38  0.01
C -4.22 3.30 0.45  -1.55
Cl -2.62 4.00 0.20  0.54
Cl -4.91 2.76 -1.08  0.52
Cl -4.14 1.96 1.60  0.54
H -4.87 4.07 0.87  -0.10
C -6.56 -0.57 2.93  -1.55
Cl -7.50 -1.99 3.41  0.52
Cl -5.01 -1.05 2.24  0.52
Cl -7.48 0.42 1.78  0.51
H -6.37 0.03 3.82  0.02
C -5.87 7.41 1.40  -1.53
Cl -7.26 8.09 2.25  0.52
Cl -4.51 7.18 2.50  0.54
Cl -6.31 5.88 0.62  0.58
H -5.57 8.11 0.63  -0.07
C 4.36 -6.81 -0.24  -1.53
Cl 3.71 -6.22 1.30  0.52
Cl 3.09 -7.58 -1.19  0.51
Cl 5.10 -5.49 -1.15  0.53
H 5.12 -7.55 -0.02  0.01
C 1.04 -5.88 4.50  -1.52
Cl -0.57 -5.88 5.24  0.51
Cl 1.17 -7.18 3.30  0.50
Cl 1.39 -4.32 3.76  0.60
H 1.78 -6.07 5.27  0.01
C 7.44 0.58 -3.44  -1.55
Cl 8.58 -0.31 -2.42  0.52
Cl 6.34 -0.53 -4.26  0.52
Cl 6.54 1.76 -2.48  0.53
H 8.01 1.12 -4.19  0.01
C -5.19 11.23 -0.94  -1.53
Cl -4.70 9.59 -1.41  0.55
Cl -6.39 11.86 -2.06  0.53
Cl -5.81 11.25 0.72  0.53
H -4.31 11.86 -0.98  0.01

The value obtained for the LUMO energy is 1.4 eV. The value obtained for the energy above the lowest of the compared OMol25 structures with the same formula, charge and spin is 35.1 kcal per mole. Its maximum force is 1.93 eV/Å. Its orbital gap is 0.238 hartree. As for the net charge: -1.

Entry 3:
# C2H3IO

A cluster of 2 separate species, C2H3IO in total (wB97M-V/def2-TZVPD, the Open Molecules 2025 dataset).

Last column: Löwdin charge in e.
Element x y z (Å)
C 1.58 -1.51 0.31  -0.08
C -0.58 0.39 0.29  -0.52
O 2.61 -0.99 0.09  0.07
I -2.60 -0.34 -0.06  0.56
H 1.19 -2.56 0.48  0.10
H 0.31 -0.32 0.56  -0.10
H -0.24 0.88 -0.68  -0.03

The value obtained for the LUMO energy (spin up / spin down) is -0.7 / -0.4 eV. The value obtained for the energy above the lowest of the compared OMol25 structures with the same formula, charge and spin is 110.0 kcal per mole. Its maximum force is 2.18 eV/Å. Its orbital gap (spin up / spin down) is 0.275 / 0.306 hartree. As for the net charge: 0.

Entry 4:
# C5H9NO

An isolated molecule of C5H9NO (wB97M-V/def2-TZVPD, the Open Molecules 2025 dataset).

Last column: Löwdin charge in e.
Element x y z (Å)
C -1.49 -1.32 -0.06  -0.07
C -0.60 -0.23 -0.64  -0.30
C -0.78 1.29 -0.33  -0.12
C 0.72 1.39 0.07  -0.09
C 0.75 -0.11 0.00  -0.31
N 1.49 -1.05 0.44  0.05
O 2.62 -0.54 1.08  -0.06
H -2.43 -1.45 -0.62  0.07
H -1.73 -1.13 0.99  0.08
H -0.94 -2.26 -0.10  0.07
H -0.50 -0.37 -1.73  0.14
H -1.09 1.92 -1.18  0.10
H -1.46 1.49 0.51  0.11
H 0.96 1.83 1.04  0.11
H 1.35 1.86 -0.69  0.12
H 3.14 -1.34 1.22  0.09

The structure (SMILES) is C[C@H]1CC/C1=N\O. The value obtained for the LUMO energy is 1.1 eV. The value obtained for the energy above the lowest of the compared OMol25 structures with the same formula, charge and spin is 67.5 kcal per mole. Its maximum force is 0.62 eV/Å. Its orbital gap is 0.385 hartree. As for the net charge: 0.

Entry 5:
# C24H40Cl3NO2RuSi3Te

A structure of composition C24H40Cl3NO2RuSi3Te (wB97M-V/def2-TZVPD, the Open Molecules 2025 dataset).

Last column: Löwdin spin population.
Element x y z (Å)
Ru -1.05 -0.36 -0.61  2.24
C 2.66 -0.24 -3.60  0.01
Si 0.97 -0.42 -2.74  0.03
C 0.52 -2.22 -3.11  0.01
C -0.19 0.67 -3.82  0.01
C 1.09 0.22 -0.93  0.05
Si 2.32 -0.65 0.21  0.02
C 2.06 -2.44 0.74  0.00
C 4.05 -0.61 -0.58  0.00
C 2.50 0.32 1.83  0.00
Si 1.19 2.08 -0.95  0.01
C 2.21 2.89 -2.33  0.00
C 1.73 3.12 0.54  0.00
C -0.64 2.56 -1.18  0.02
C -1.04 3.84 -1.56  0.00
C -2.38 4.18 -1.57  0.02
C -3.30 3.24 -1.14  0.00
C -2.85 1.99 -0.79  0.04
N -1.55 1.63 -0.84  0.01
H 2.52 0.02 -4.65  0.00
H 3.21 -1.19 -3.57  0.00
H 3.29 0.52 -3.14  0.00
H 0.67 -2.40 -4.18  0.00
H -0.51 -2.47 -2.88  0.01
H 1.16 -2.90 -2.56  0.00
H -0.17 0.30 -4.84  0.00
H 0.14 1.71 -3.85  0.00
H -1.23 0.67 -3.49  0.01
H 1.90 -3.10 -0.11  0.00
H 1.21 -2.54 1.40  0.00
H 2.95 -2.79 1.28  0.00
H 4.14 -1.34 -1.38  0.00
H 4.80 -0.85 0.18  0.00
H 4.29 0.37 -0.98  0.00
H 1.53 0.64 2.21  0.00
H 3.13 1.20 1.71  0.00
H 2.97 -0.31 2.59  0.00
H 3.27 2.69 -2.16  0.00
H 2.08 3.98 -2.31  0.00
H 1.95 2.54 -3.33  0.00
H 2.82 3.15 0.60  0.00
H 1.35 2.78 1.50  0.00
H 1.38 4.15 0.39  0.00
H -0.28 4.56 -1.84  0.00
H -2.70 5.16 -1.91  0.00
H -4.36 3.45 -1.11  0.00
H -3.55 1.23 -0.45  0.02
Cl -3.49 -6.48 2.64  0.00
C -2.65 -5.26 1.75  0.01
C -2.96 -3.93 1.94  0.00
C -2.28 -2.98 1.21  0.02
Cl -2.70 -1.31 1.39  0.08
C -1.25 -3.27 0.29  0.02
O -0.60 -2.35 -0.38  0.12
C -0.99 -4.65 0.13  0.01
Cl 0.21 -5.14 -1.01  0.00
C -1.67 -5.62 0.83  0.00
H -3.73 -3.63 2.64  0.00
H -1.44 -6.66 0.66  0.00
C -0.24 -1.12 3.90  0.00
C -1.00 0.19 3.82  0.00
O -0.85 0.77 2.53  0.01
C -1.22 2.14 2.52  0.00
C -2.70 2.38 2.79  0.00
H -0.33 -1.52 4.91  0.00
H 0.81 -0.97 3.67  0.00
H -0.65 -1.85 3.20  0.00
H -0.62 0.89 4.57  0.00
H -2.06 0.01 4.02  0.00
H -0.97 2.50 1.52  0.00
H -0.62 2.70 3.25  0.00
H -3.31 1.73 2.16  0.00
H -2.95 3.41 2.56  0.00
H -2.96 2.18 3.83  0.00
Te -3.06 -1.20 -2.04  1.19

The value obtained for the LUMO energy (spin up / spin down) is -0.3 / -1.8 eV. The value obtained for the energy above the lowest of the compared OMol25 structures with the same formula, charge and spin is 14.4 kcal per mole. Its maximum force is 1.27 eV/Å. Its orbital gap (spin up / spin down) is 0.266 / 0.208 hartree. Its spin multiplicity is 5. As for the net charge: 0.

Entry 6:
# C24H32N4OPtSSi2

A structure of composition C24H32N4OPtSSi2 (wB97M-V/def2-TZVPD, the Open Molecules 2025 dataset).

Last column: Löwdin spin population.
Element x y z (Å)
Pt -0.33 -0.52 0.59  0.01
C -3.11 -1.42 -1.43  0.00
Si -1.81 -2.10 -0.25  0.00
C -0.95 -3.53 -1.12  0.00
C -2.79 -2.88 1.18  0.00
C -3.76 -3.87 1.03  0.00
C -4.43 -4.39 2.12  0.00
C -4.14 -3.92 3.40  0.00
C -3.18 -2.94 3.57  0.00
C -2.50 -2.41 2.47  0.00
Si -1.17 -1.08 2.60  0.00
C 0.17 -1.72 3.76  0.00
C -1.92 0.42 3.45  0.00
H -3.78 -2.22 -1.75  0.00
H -2.67 -0.96 -2.32  0.00
H -3.71 -0.67 -0.92  0.00
H -1.68 -4.19 -1.60  0.00
H -0.40 -4.13 -0.39  0.00
H -0.25 -3.19 -1.87  0.00
H -4.00 -4.24 0.04  0.00
H -5.18 -5.15 1.99  0.00
H -4.67 -4.32 4.26  0.00
H -2.96 -2.58 4.57  0.00
H -0.29 -2.16 4.64  0.00
H 0.86 -0.94 4.10  0.00
H 0.76 -2.49 3.27  0.00
H -2.35 0.14 4.41  0.00
H -2.71 0.84 2.83  0.00
H -1.18 1.21 3.64  0.00
C 1.10 -1.07 -4.12  0.00
C 0.53 -0.09 -3.14  0.00
O -0.04 -0.45 -2.12  0.00
N 0.66 1.22 -3.47  0.00
C 0.36 2.26 -2.52  0.00
C 1.58 2.76 -1.79  0.00
C 1.76 4.12 -1.55  0.00
C 2.88 4.53 -0.84  0.00
C 3.78 3.58 -0.41  0.00
C 3.52 2.25 -0.71  0.00
N 2.45 1.84 -1.39  0.00
H 0.52 -1.99 -4.08  0.00
H 2.13 -1.31 -3.82  0.00
H 1.12 -0.69 -5.14  0.00
H 1.16 1.46 -4.31  0.00
H -0.35 1.83 -1.81  0.00
H -0.13 3.10 -3.02  0.00
H 1.03 4.84 -1.90  0.00
H 3.04 5.58 -0.63  0.00
H 4.66 3.84 0.15  0.00
H 4.20 1.47 -0.39  0.00
N 4.72 3.31 4.17  0.18
C 3.59 3.70 3.49  0.41
S 3.27 5.41 3.48  0.93
C 2.75 2.79 2.81  0.07
C 3.06 1.41 2.73  0.10
C 2.21 0.57 2.04  0.00
N 1.09 0.99 1.43  0.13
C 0.79 2.29 1.51  0.00
C 1.57 3.21 2.17  0.12
H 5.18 3.99 4.75  0.02
H 4.69 2.39 4.59  0.01
H 3.95 0.99 3.15  0.01
H 2.43 -0.48 1.95  0.00
H -0.13 2.59 1.02  0.00
H 1.25 4.24 2.18  0.02

The value obtained for the LUMO energy (spin up / spin down) is 0.2 / -3.3 eV. Its maximum force is 0.40 eV/Å. Its orbital gap (spin up / spin down) is 0.265 / 0.151 hartree. Its spin multiplicity is 3. As for the net charge: 0.

Entry 7:
# CCl2F2O

A cluster of 2 separate species, CCl2F2O in total (wB97M-V/def2-TZVPD, the Open Molecules 2025 dataset).

Last column: Löwdin charge in e.
Element x y z (Å)
O -1.42 0.30 -1.31  0.13
C -0.47 -0.33 -1.09  -0.88
F -0.30 -0.95 0.12  0.00
Cl 0.94 -0.50 -2.13  0.71
F 0.27 1.23 1.63  -0.59
Cl 0.98 0.27 2.79  0.62

The structure (SMILES) is O=C(F)Cl.FCl. The value obtained for the LUMO energy is -1.2 eV. The value obtained for the energy above the lowest of the compared OMol25 structures with the same formula, charge and spin is 10.6 kcal per mole. Its maximum force is 1.63 eV/Å. Its orbital gap is 0.397 hartree. As for the net charge: 0.

Entry 8:
# C2H11N2

A cluster of 2 separate species, C2H11N2 in total (wB97M-V/def2-TZVPD, the Open Molecules 2025 dataset).

Last column: Löwdin charge in e.
Element x y z (Å)
N -1.96 1.54 0.15  0.00
H -2.46 1.81 1.04  0.08
H -2.70 1.10 -0.40  0.06
H -0.59 0.66 0.82  0.08
H -1.67 2.42 -0.36  0.09
C 1.41 -1.56 -0.75  -0.07
C 0.92 -0.15 -0.34  -0.19
N 0.13 -0.11 0.99  0.15
H 2.25 -1.89 -0.17  0.08
H 1.64 -1.33 -1.80  0.09
H 0.62 -2.30 -0.69  0.08
H 0.25 0.24 -1.12  0.11
H 1.82 0.49 -0.41  0.13
H -0.30 -1.00 1.18  0.14
H 0.65 0.06 1.87  0.17

The value obtained for the LUMO energy is -3.2 eV. The value obtained for the energy above the lowest of the compared OMol25 structures with the same formula, charge and spin is 13.0 kcal per mole. Its maximum force is 1.75 eV/Å. Its orbital gap is 0.453 hartree. As for the net charge: +1.